Computed, not measured: a 10-piece molecular cluster, C40H64F12O20 overall, with ωB97M-V/def2-TZVPD.

Values from the calculation:
- HOMO (eV) = -10.03
- SMILES = CCOC(=O)C(F)(F)F.CCOC(=O)C(F)(F)F.CCOC(=O)C(F)(F)F.CCOC(=O)C(F)(F)F.O=C1CCCO1.O=C1CCCO1.O=C1CCCO1.O=C1CCCO1.COCCOC.COCCOC
- orbital gap (eV) = 10.1
- net charge = 0
- relative energy (zero: lowest compared OMol25 entry of this formula, charge and spin) (eV) = 1.298

Last column: Mulliken charge in e.
Geometry (Å):
C -15.13 -43.70 17.24  -0.361
O -15.63 -43.59 15.91  -0.067
C -15.53 -42.30 15.30  -0.653
C -16.50 -42.36 14.13  -0.307
O -17.86 -42.47 14.58  -0.388
C -18.67 -43.11 13.60  -0.631
H -14.30 -43.00 17.41  0.470
H -14.59 -44.64 17.34  -0.230
H -15.81 -43.59 18.08  0.295
H -14.51 -42.09 14.99  0.347
H -15.85 -41.56 16.04  0.410
H -16.22 -43.14 13.43  0.085
H -16.42 -41.44 13.55  0.399
H -18.35 -42.72 12.63  0.434
H -19.73 -43.00 13.82  0.310
H -18.55 -44.19 13.48  0.059
C -13.87 -50.70 18.89  -1.123
O -13.80 -49.69 17.93  0.175
C -13.10 -50.06 16.75  -0.926
C -13.04 -48.96 15.70  -0.231
O -12.50 -47.71 16.09  -0.067
C -11.05 -47.66 16.22  -0.978
H -14.50 -50.37 19.72  0.206
H -12.92 -51.07 19.30  0.346
H -14.52 -51.50 18.51  0.386
H -13.53 -51.01 16.41  0.497
H -12.09 -50.28 17.10  0.326
H -14.06 -48.82 15.33  -0.087
H -12.50 -49.34 14.82  0.545
H -10.61 -46.75 16.61  0.228
H -10.68 -47.91 15.22  0.337
H -10.81 -48.52 16.84  0.336
O -21.99 -52.97 14.86  -0.616
C -21.26 -52.44 15.68  0.381
O -20.36 -51.50 15.27  -0.408
C -19.53 -50.96 16.27  0.734
C -19.85 -51.84 17.53  0.400
C -21.04 -52.72 17.15  -0.426
H -19.78 -49.92 16.48  -0.413
H -18.45 -51.04 16.09  0.143
H -20.13 -51.21 18.37  0.034
H -18.95 -52.38 17.83  -0.274
H -21.94 -52.62 17.74  0.322
H -20.74 -53.77 17.21  0.230
O -17.89 -49.51 13.57  -0.482
C -18.82 -48.76 13.46  0.280
O -19.87 -49.19 12.70  -0.393
C -20.83 -48.14 12.53  -0.449
C -20.10 -46.93 13.15  -0.782
C -19.06 -47.45 14.12  1.426
H -21.76 -48.28 13.08  0.234
H -20.97 -48.16 11.45  0.333
H -20.85 -46.33 13.69  0.371
H -19.74 -46.23 12.39  0.342
H -19.43 -47.87 15.06  -0.332
H -18.19 -46.80 14.17  -0.454
O -18.15 -44.81 18.57  -0.489
C -19.29 -45.08 18.91  0.260
O -20.03 -44.26 19.64  -0.407
C -21.30 -44.89 19.92  -0.589
C -21.12 -46.38 19.56  -0.344
C -20.02 -46.33 18.51  0.819
H -22.00 -44.40 19.24  0.300
H -21.72 -44.86 20.93  0.377
H -22.12 -46.64 19.24  0.418
H -20.58 -46.86 20.38  -0.022
H -20.35 -46.25 17.47  0.279
H -19.28 -47.08 18.77  -0.691
O -18.16 -49.40 18.85  -0.580
C -17.28 -48.79 18.29  0.205
O -16.33 -48.16 18.91  -0.359
C -15.67 -47.19 18.12  0.114
C -16.33 -47.25 16.69  0.274
C -16.97 -48.67 16.80  1.817
H -14.59 -47.35 18.10  -0.458
H -15.72 -46.16 18.48  0.199
H -15.44 -47.11 16.07  -0.629
H -17.04 -46.46 16.47  0.577
H -16.28 -49.48 16.57  0.151
H -17.86 -48.78 16.18  -1.580
C -18.66 -49.10 22.55  -0.555
C -19.95 -49.29 23.44  -0.449
O -20.34 -50.65 23.78  -0.259
C -20.31 -51.22 25.01  0.365
O -19.92 -50.64 25.97  -0.504
C -20.72 -52.69 24.98  0.858
F -20.41 -53.22 26.14  -0.244
F -22.06 -52.90 24.88  -0.270
F -20.20 -53.45 23.98  -0.188
H -18.72 -49.86 21.76  -0.087
H -17.81 -49.33 23.19  0.394
H -18.70 -48.11 22.10  0.335
H -20.77 -48.96 22.80  0.285
H -19.88 -48.52 24.21  0.338
C -12.46 -45.71 19.74  -0.533
C -11.00 -45.93 20.22  -0.555
O -10.84 -45.25 21.45  -0.244
C -10.21 -45.72 22.52  0.328
O -9.89 -46.89 22.62  -0.553
C -10.19 -44.69 23.60  0.920
F -9.43 -45.02 24.66  -0.226
F -9.92 -43.49 23.10  -0.230
F -11.45 -44.61 24.09  -0.253
H -12.69 -46.21 18.80  -0.099
H -12.69 -44.65 19.75  0.388
H -13.11 -46.14 20.50  0.336
H -10.16 -45.74 19.55  0.380
H -10.97 -46.99 20.48  0.336
C -17.59 -52.83 21.66  -1.298
C -16.67 -52.36 20.55  0.613
O -15.75 -53.40 20.33  -0.378
C -16.05 -54.41 19.49  0.415
O -17.10 -54.46 18.92  -0.529
C -14.86 -55.38 19.23  0.835
F -14.76 -56.27 20.23  -0.259
F -15.01 -56.05 18.11  -0.234
F -13.76 -54.63 19.21  -0.223
H -18.54 -52.30 21.60  0.216
H -17.19 -52.61 22.65  0.323
H -17.83 -53.90 21.65  0.475
H -16.15 -51.48 20.92  0.250
H -17.23 -52.12 19.65  -0.175
C -14.91 -46.31 12.98  -0.093
C -14.52 -47.08 11.74  -0.618
O -14.53 -48.49 11.95  -0.092
C -13.52 -49.19 11.40  0.315
O -12.61 -48.71 10.76  -0.554
C -13.73 -50.68 11.56  0.893
F -14.42 -51.17 10.50  -0.263
F -12.55 -51.28 11.62  -0.258
F -14.44 -51.02 12.63  -0.175
H -15.01 -45.25 12.75  0.302
H -14.16 -46.43 13.76  0.143
H -15.96 -46.52 13.23  -0.263
H -13.61 -46.71 11.26  0.397
H -15.43 -46.95 11.14  0.244